{
  "formula": "C38H51N7O9PPt",
  "method": "wB97M-V/def2-TZVPD",
  "charge": 1,
  "gap_ev": 8.4,
  "homo_energy_ev": -9.983,
  "symbols": ["Pt", "C", "O", "C", "C", "C", "C", "C", "C", "N", "C", "N", "C", "C", "C", "C", "C", "C", "O", "C", "N", "C", "C", "C", "C", "C", "C", "O", "C", "H", "H", "H", "H", "H", "H", "H", "H", "H", "H", "H", "H", "H", "H", "H", "H", "H", "H", "H", "H", "H", "H", "C", "O", "P", "O", "C", "O", "C", "H", "H", "H", "H", "H", "H", "H", "H", "H", "O", "C", "N", "C", "O", "C", "C", "C", "C", "N", "C", "H", "H", "H", "H", "H", "H", "H", "H", "C", "N", "C", "C", "C", "N", "C", "C", "O", "H", "H", "H", "H", "H", "H", "H", "H", "H", "H", "H", "H"],
  "xyz": [[-0.6646, -0.0376, 0.4445], [3.6590, -2.5041, 1.8589], [3.8765, -1.6316, 2.9649], [4.8043, -0.6362, 2.7899], [5.9527, -0.7124, 3.5709], [6.9414, 0.2496, 3.4947], [6.7872, 1.3160, 2.6194], [5.6355, 1.4198, 1.8646], [4.6171, 0.4670, 1.9426], [3.5099, 0.6762, 1.0812], [2.1645, 0.5299, 1.2943], [1.7646, 0.4718, 2.5703], [0.4688, 0.6342, 3.1317], [-0.7044, 0.5091, 2.3593], [-1.9053, 0.8746, 2.9708], [-1.9796, 1.2605, 4.2955], [-0.8352, 1.3107, 5.0580], [0.3979, 1.0313, 4.4870], [1.4095, 1.2727, 5.3837], [2.7597, 0.8663, 5.3079], [1.3152, 0.5480, 0.2871], [1.7843, 0.9109, -1.0197], [1.3471, 2.1253, -1.5341], [1.7261, 2.5686, -2.7908], [2.5658, 1.7814, -3.5595], [2.9937, 0.5508, -3.0837], [2.5917, 0.0955, -1.8292], [2.9321, -1.1276, -1.3447], [3.8128, -1.9193, -2.1267], [4.4670, -3.2377, 1.8024], [3.5870, -1.9497, 0.9270], [2.7163, -3.0147, 2.0473], [6.0484, -1.5672, 4.2279], [7.8294, 0.1627, 4.1054], [7.5520, 2.0759, 2.5380], [5.4944, 2.2687, 1.2058], [3.7434, 1.0367, 0.1701], [2.5229, 0.4530, 3.2255], [-2.8098, 0.8823, 2.3883], [-2.9337, 1.5290, 4.7306], [-0.8478, 1.6113, 6.0962], [3.1832, 1.0946, 6.2830], [3.3298, 1.4423, 4.5709], [2.8556, -0.2066, 5.1325], [0.6790, 2.7152, -0.9219], [1.3758, 3.5248, -3.1550], [2.8904, 2.1159, -4.5362], [3.6400, -0.0596, -3.6976], [4.0096, -2.8174, -1.5476], [4.7549, -1.3998, -2.3151], [3.3544, -2.1966, -3.0798], [-5.1024, -1.2289, 1.3909], [-3.8829, -0.4902, 1.1553], [-2.6230, -1.1628, 0.4542], [-3.3280, -1.5504, -0.9216], [-2.9881, -2.6019, -1.8220], [-2.4842, -2.6279, 1.0836], [-1.7657, -2.8307, 2.3138], [-5.5185, -0.8485, 2.3203], [-4.8941, -2.2927, 1.4872], [-5.7958, -1.0600, 0.5693], [-3.9108, -2.8856, -2.3227], [-2.5916, -3.4597, -1.2799], [-2.2755, -2.2479, -2.5642], [-1.6742, -3.9055, 2.4395], [-2.3206, -2.4011, 3.1477], [-0.7835, -2.3602, 2.2577], [-7.2959, 0.0637, -1.3549], [-7.2997, 1.4645, -1.1533], [-5.9367, 1.7991, -0.8278], [-5.5225, 3.0891, -0.8102], [-6.2639, 4.0196, -1.0675], [-4.0867, 3.2922, -0.4376], [-3.6968, 4.4734, 0.1779], [-2.3754, 4.6149, 0.5635], [-1.4974, 3.5699, 0.3158], [-1.8482, 2.4502, -0.3149], [-3.1184, 2.3306, -0.6862], [-8.1669, -0.2068, -1.6599], [-7.9746, 1.7405, -0.3360], [-7.5940, 2.0134, -2.0499], [-5.3537, 1.0665, -0.4556], [-4.4330, 5.2475, 0.3512], [-2.0286, 5.5097, 1.0612], [-0.4682, 3.6243, 0.6581], [-3.3693, 1.4189, -1.2220], [-0.8923, 0.7058, -4.0918], [-0.2557, -0.5849, -3.8819], [0.1266, -1.3132, -5.0839], [1.2103, -2.3166, -4.7595], [0.7260, -3.1804, -3.6168], [0.3467, -2.3507, -2.4778], [0.2993, -3.0434, -1.2026], [-0.1918, -1.1164, -2.6371], [-0.6534, -0.4438, -1.6897], [-0.2321, 1.3413, -4.6836], [-1.0844, 1.1833, -3.1369], [-1.8353, 0.5825, -4.6315], [0.4677, -0.5829, -5.8184], [-0.7478, -1.8185, -5.5116], [2.1155, -1.7858, -4.4584], [1.4416, -2.9277, -5.6310], [1.5010, -3.8694, -3.2778], [-0.1288, -3.7909, -3.9338], [1.2726, -3.4936, -1.0049], [-0.4574, -3.8343, -1.2228], [0.0705, -2.3522, -0.3957]],
  "forces_ev_per_a": [[-0.3, -0.6, -0.4], [0.0, 0.0, 0.0], [-0.3, 0.3, 0.1], [0.0, 0.0, -0.1], [0.0, 0.0, 0.0], [0.0, 0.0, 0.0], [0.0, 0.0, 0.0], [0.0, 0.0, 0.1], [0.1, 0.2, 0.1], [-0.1, -0.4, -0.2], [-0.1, 0.3, -0.1], [0.1, -0.4, 0.0], [0.0, 0.2, 0.0], [0.1, 0.1, 0.4], [0.0, 0.0, -0.2], [0.0, 0.0, 0.1], [0.0, 0.0, -0.1], [0.0, -0.1, 0.0], [0.1, 0.2, -0.1], [0.0, 0.0, 0.0], [0.3, 0.1, 0.1], [-0.1, 0.1, 0.0], [0.1, 0.1, 0.1], [0.1, 0.0, 0.0], [0.0, 0.0, 0.0], [0.0, 0.0, 0.0], [0.0, 0.0, 0.0], [0.1, -0.1, 0.3], [0.0, 0.0, 0.1], [0.0, 0.0, 0.0], [0.0, 0.1, -0.2], [0.0, 0.0, 0.0], [0.0, 0.0, 0.0], [0.0, 0.0, 0.0], [0.0, 0.0, 0.0], [0.0, 0.0, 0.0], [0.0, -0.1, -0.1], [0.1, -0.1, 0.0], [0.0, 0.0, 0.0], [0.0, 0.0, 0.0], [0.0, 0.0, 0.0], [0.0, 0.0, 0.0], [0.0, 0.0, 0.0], [0.0, -0.1, -0.1], [0.0, 0.0, 0.0], [0.0, 0.0, 0.0], [0.0, 0.0, 0.0], [0.0, 0.0, 0.0], [0.0, 0.0, 0.0], [0.0, 0.0, 0.0], [0.1, 0.0, 0.1], [0.0, 0.0, 0.0], [0.1, 0.0, 0.1], [0.1, 0.1, 0.2], [0.1, 0.2, -0.2], [-0.1, 0.0, 0.1], [0.0, -0.1, 0.1], [0.0, 0.0, 0.0], [0.0, 0.0, 0.0], [0.0, 0.0, 0.0], [0.0, 0.0, 0.0], [0.0, 0.0, 0.0], [0.0, 0.0, 0.0], [0.0, 0.0, 0.0], [0.0, 0.0, 0.0], [0.0, 0.0, 0.0], [0.0, 0.0, 0.0], [0.0, 0.0, 0.0], [0.0, 0.0, 0.0], [0.0, 0.0, 0.0], [0.0, 0.0, 0.0], [0.0, 0.0, 0.0], [0.0, 0.0, 0.0], [0.0, 0.0, 0.0], [0.0, 0.0, 0.0], [-0.1, -0.1, 0.1], [0.1, 0.3, -0.1], [0.1, -0.1, 0.0], [0.0, 0.0, 0.0], [0.0, 0.0, 0.0], [0.0, 0.0, 0.0], [0.0, 0.0, 0.0], [0.0, 0.0, 0.0], [0.0, 0.0, 0.0], [0.0, 0.0, 0.0], [0.0, 0.0, 0.0], [-0.1, 0.0, 0.0], [0.0, -0.1, 0.0], [0.0, 0.0, 0.0], [-0.1, 0.0, 0.0], [0.0, 0.0, 0.0], [0.0, -0.1, 0.0], [0.0, 0.0, 0.0], [0.0, 0.2, 0.0], [0.0, -0.1, 0.0], [0.0, 0.0, 0.0], [0.0, 0.0, 0.0], [0.0, 0.0, 0.0], [0.0, 0.0, 0.0], [0.0, 0.0, 0.0], [-0.1, 0.0, -0.1], [0.0, 0.0, 0.0], [0.0, 0.0, 0.0], [0.0, 0.0, 0.0], [0.0, 0.0, 0.0], [0.1, 0.0, 0.0], [0.0, 0.0, 0.0]]
}



{
  "formula": "C9H14P",
  "method": "wB97M-V/def2-TZVPD",
  "charge": 1,
  "gap_ev": 10.5,
  "homo_energy_ev": -14.241,
  "symbols": ["C", "C", "C", "C", "C", "C", "C", "C", "C", "P", "H", "H", "H", "H", "H", "H", "H", "H", "H", "H", "H", "H", "H", "H"],
  "xyz": [[0.7254, 1.7325, 1.5529], [0.4333, 0.6333, 2.2482], [0.8331, 1.8375, 0.0967], [-1.7766, -0.8990, -1.0028], [-0.9147, 0.3601, -1.5042], [1.4287, -0.5737, -0.9787], [-1.7442, -1.0302, 0.5336], [1.3716, -1.4742, 0.2452], [0.3236, 0.3474, -0.5473], [-0.0342, -0.6658, 0.9942], [0.6446, 2.6509, 2.2253], [-0.0560, 0.6066, 3.2065], [0.1493, 2.6674, -0.2448], [1.8536, 2.1594, -0.1437], [-2.7862, -0.8525, -1.3022], [-1.3490, -1.9036, -1.4233], [-0.6172, 0.0724, -2.5202], [-1.4617, 1.2492, -1.5682], [2.3978, 0.0114, -0.9292], [1.3839, -0.9321, -1.9984], [-2.3070, -0.2917, 0.9944], [-2.1116, -2.0214, 0.8732], [1.5394, -2.5538, 0.1091], [2.0740, -1.1301, 1.0837]],
  "forces_ev_per_a": [[-1.1, 1.6, 2.5], [-1.8, -1.7, -1.6], [-1.2, -1.0, -1.5], [2.2, -1.0, -0.3], [0.9, -3.4, 0.9], [2.6, 1.6, 0.6], [0.6, -2.2, -0.4], [2.2, -1.9, 1.3], [-0.7, 3.5, 0.8], [-0.3, 2.2, -1.3], [0.7, -0.8, -1.3], [0.7, 0.1, 0.5], [0.7, -0.8, 0.3], [-0.1, -0.4, -0.5], [-1.2, 0.1, -0.5], [-0.6, 1.9, 0.5], [0.2, 0.4, 0.2], [-0.8, 1.4, 0.3], [-0.9, -0.8, -0.3], [-0.4, -0.7, 0.1], [-1.3, 1.5, 1.0], [0.2, 0.6, -0.2], [-0.4, 0.4, 0.3], [-0.1, -0.6, -1.5]]
}



{
  "formula": "C17H18N4O3S2",
  "method": "wB97M-V/def2-TZVPD",
  "gap_ev": 8.7,
  "homo_energy_ev": -8.174,
  "symbols": ["C", "C", "C", "N", "C", "S", "C", "C", "O", "N", "C", "C", "C", "C", "O", "N", "N", "C", "S", "C", "C", "C", "C", "C", "C", "O", "H", "H", "H", "H", "H", "H", "H", "H", "H", "H", "H", "H", "H", "H", "H", "H", "H", "H"],
  "xyz": [[-1.4433, -4.8915, 0.7807], [-0.7347, -3.8016, 0.5593], [-0.8946, -2.9554, -0.6706], [-1.5282, -1.6840, -0.3455], [-0.8133, -0.6361, 0.1285], [0.9252, -0.8439, 0.2812], [1.4159, 0.8224, 0.8397], [2.8073, 1.1692, 0.3360], [3.0395, 2.1735, -0.2893], [3.7452, 0.2457, 0.6886], [5.0860, 0.2978, 0.3673], [5.8014, 1.2904, -0.3503], [7.0815, 0.8156, -0.3535], [8.3392, 1.3510, -0.9260], [7.1239, -0.3552, 0.3049], [5.8843, -0.6723, 0.7501], [-1.3039, 0.5103, 0.4737], [-2.6349, 0.6491, 0.3394], [-3.4870, 2.0935, 0.7424], [-5.0046, 1.3558, 0.2694], [-6.2625, 2.1492, 0.3461], [-6.2920, 3.2473, -0.7188], [-4.8368, 0.0843, -0.1681], [-3.4835, -0.3403, -0.1339], [-2.9361, -1.6170, -0.5100], [-3.5455, -2.5736, -0.9367], [-1.3220, -5.4766, 1.6761], [-2.1748, -5.2403, 0.0710], [-0.0104, -3.4448, 1.2790], [0.0767, -2.7532, -1.1323], [-1.5547, -3.4548, -1.3840], [1.3892, 0.8347, 1.9303], [0.6822, 1.5254, 0.4479], [3.4713, -0.5863, 1.1937], [5.4075, 2.1862, -0.7770], [8.1383, 2.2812, -1.4477], [8.7708, 0.6307, -1.6188], [9.0647, 1.5292, -0.1338], [-6.3471, 2.6073, 1.3345], [-7.1094, 1.4749, 0.2055], [-7.2201, 3.8090, -0.6539], [-5.4592, 3.9321, -0.5765], [-6.2168, 2.8120, -1.7125], [-5.6349, -0.5508, -0.5061]],
  "forces_ev_per_a": [[0.0, -0.1, 0.0], [0.0, 0.1, -0.1], [0.1, -0.5, -0.1], [-0.1, 0.1, -0.1], [0.0, 0.8, 0.3], [0.5, -0.1, -0.2], [-0.3, -0.1, -0.1], [-0.5, -0.2, 0.1], [0.1, 0.2, -0.1], [0.2, -0.5, 0.2], [1.1, 0.0, -0.2], [0.5, -0.2, 0.0], [-0.8, 0.3, 0.0], [0.0, -0.2, 0.1], [0.7, 0.4, -0.4], [-1.3, -0.3, 0.4], [0.4, 0.0, 0.1], [-0.6, -0.6, -0.3], [-0.2, -0.4, -0.1], [0.2, -0.2, 0.1], [0.0, 0.2, -0.1], [-0.1, -0.1, 0.1], [-0.1, 0.2, 0.1], [0.4, 0.5, 0.2], [0.0, 0.2, 0.1], [-0.2, -0.2, -0.1], [0.1, -0.1, 0.2], [-0.2, 0.0, -0.2], [0.1, -0.1, 0.2], [-0.2, 0.0, -0.1], [0.2, 0.1, 0.1], [0.0, 0.1, 0.0], [0.2, 0.0, 0.1], [-0.1, 0.1, 0.0], [0.0, 0.2, -0.1], [0.0, 0.0, 0.0], [0.0, 0.0, -0.1], [0.1, 0.1, 0.0], [-0.1, -0.1, 0.0], [0.0, 0.0, 0.1], [-0.1, 0.1, 0.0], [0.0, 0.1, -0.1], [0.0, 0.0, -0.1], [-0.2, -0.1, 0.0]]
}